Entry from the OMol25 dataset: a structure of composition C22H30AsN6O9S2Tl (ωB97M-V/def2-TZVPD).

Last column: Mulliken charge in e.
Positions of all 71 atoms, in Å:
Tl -0.37 0.05 0.94  2.250
As -2.62 2.54 0.95  1.081
S -2.21 0.50 -1.74  1.918
S -0.10 0.16 3.50  -0.576
O -1.36 -0.44 -0.94  -0.568
O 0.12 -2.98 -0.86  -0.685
O 1.48 -1.50 1.29  -0.516
O -4.26 2.66 0.41  -0.641
O -2.31 0.98 1.47  -0.663
O -2.50 3.66 2.12  -0.901
O -1.10 -2.34 1.48  -0.325
O -2.18 0.07 -3.12  -0.780
O -3.54 0.64 -1.19  -0.949
N 0.72 2.09 1.40  1.319
N 2.31 -3.23 2.43  0.217
N -1.82 -3.23 -1.99  0.182
N -1.16 2.48 4.27  -0.326
N 1.28 0.66 -0.73  0.340
N 0.24 2.62 2.49  -1.614
C -0.79 4.15 -0.59  -0.513
C -1.15 -3.14 -3.27  -0.923
C 3.60 -2.58 2.51  -1.004
C 2.90 1.57 -2.75  -0.569
C -1.90 -2.84 0.43  -1.465
C 1.48 -0.08 -1.81  -0.086
C -1.47 2.94 -0.59  -0.030
C -3.26 -3.13 -2.06  -0.787
C -1.10 -2.99 -0.87  0.833
C -0.39 1.87 3.37  0.139
C 2.45 3.78 1.01  -1.958
C 0.04 3.67 -2.78  -0.678
C -0.04 4.52 -1.69  -0.632
C -0.61 2.45 -2.76  -0.536
C -0.09 -3.21 1.95  -1.079
C 2.73 2.33 -1.60  -1.099
C 1.29 -2.57 1.86  0.589
C 1.64 2.57 0.64  0.404
C 2.21 -4.46 3.17  -0.984
C -1.36 2.09 -1.66  -0.475
C 2.28 0.34 -2.85  -0.918
C 1.89 1.84 -0.59  0.982
H 2.42 -0.28 -3.72  0.520
H 2.07 -4.26 4.23  0.299
H -3.57 -2.08 -2.16  0.203
H -1.71 1.88 4.87  0.266
H 3.14 -5.01 3.05  0.331
H -0.58 1.77 -3.60  0.601
H -2.68 -2.10 0.29  0.703
H -0.08 -3.26 -3.10  0.267
H 3.23 3.28 -1.48  0.521
H 3.83 -2.33 3.55  0.362
H 3.51 3.56 0.96  0.450
H 3.53 1.94 -3.55  0.427
H -3.60 -3.69 -2.93  0.316
H -0.08 -4.13 1.37  0.545
H 2.18 4.07 2.02  0.399
H 4.38 -3.23 2.11  0.328
H 2.23 4.61 0.34  0.310
H 1.39 -5.08 2.80  0.342
H 0.97 -1.04 -1.80  0.374
H -4.41 1.89 -0.15  0.496
H -1.62 3.31 3.90  0.336
H 0.61 3.97 -3.65  0.472
H -0.89 4.79 0.29  0.545
H -3.72 -3.56 -1.17  0.306
H -2.34 -3.81 0.72  0.497
H 3.56 -1.66 1.92  0.210
H 0.46 5.48 -1.70  0.496
H -1.51 -3.94 -3.92  0.376
H -1.35 -2.17 -3.73  0.232
H -0.33 -3.42 3.00  0.496

Summary:
energy: -5066.684671 hartree
gap between HOMO and LUMO: 7.4218 eV
LUMO level: -0.012 hartree

---

Entry from the OMol25 dataset: a cluster of 3 separate species, C33H55ClN2O10S in total (ωB97M-V/def2-TZVPD).

Last column: Mulliken charge in e.
Positions of all 102 atoms, in Å:
Cl 3.15 -0.32 0.75  -0.200
S 3.65 3.37 -1.57  -0.188
O -4.54 -8.68 -1.66  -0.344
O 8.82 0.34 -1.36  -0.495
O 8.18 -1.42 -0.11  -0.281
O 1.96 1.79 -4.65  -0.562
O -6.22 -7.22 -2.01  -0.503
O 9.70 -1.70 -1.73  -0.330
O -2.07 1.55 5.27  -0.543
O -4.93 -7.05 -0.18  -0.278
O 2.50 2.67 0.65  -0.488
O 1.68 1.48 -1.19  -0.284
N -1.09 2.85 3.59  0.402
N -0.40 0.83 0.49  1.752
C -5.72 -3.63 0.03  -1.228
C -1.90 4.06 3.75  -0.701
C -3.44 -8.70 -0.76  -0.323
C -0.26 4.58 -2.16  -0.633
C 1.38 2.50 -3.86  -0.460
C -3.11 0.84 -1.53  -1.311
C 2.75 2.08 -0.58  -0.077
C 4.34 0.29 -1.63  -0.637
C 5.81 0.66 -1.93  -1.351
C -0.77 -1.06 2.03  -1.128
C 0.31 3.66 -1.08  0.397
C -3.97 -7.93 0.43  -0.317
C -2.08 1.90 -1.05  -0.152
C -0.27 1.71 1.61  -1.220
C -1.09 2.08 4.80  0.582
C -4.17 0.48 -0.46  -1.207
C -4.04 -2.02 -0.96  -0.432
C -0.40 -0.59 0.69  -0.123
C 9.68 -2.92 -0.99  -0.333
C 3.80 0.94 -0.35  -0.152
C -1.55 2.03 2.42  -0.563
C -4.06 -0.94 0.12  0.167
C 8.36 -2.83 -0.25  -0.291
C -0.67 1.31 -0.83  -2.712
C -5.32 -7.61 -1.35  0.653
C 0.47 2.18 -1.49  1.099
C 0.24 1.99 5.52  -1.308
C -4.25 -3.42 -0.39  -0.581
C -1.01 -1.36 3.18  -0.081
C 8.90 -0.81 -1.09  0.649
C -1.34 5.31 -1.93  -0.998
C 0.26 1.95 -3.00  -1.054
C -1.57 5.12 2.69  -1.068
H 0.95 2.64 5.01  0.313
H -2.59 -8.20 -1.23  0.259
H 0.41 1.27 2.34  0.513
H 0.30 0.88 -3.20  0.675
H -2.62 -0.04 -1.93  0.549
H -3.04 -2.01 -1.40  0.264
H 7.53 -3.24 -0.83  0.256
H 1.21 4.16 -0.72  0.653
H -4.20 1.24 0.31  0.419
H -2.02 1.14 2.83  0.065
H 8.39 -3.32 0.73  0.285
H -5.15 0.52 -0.95  0.433
H 0.56 -1.05 0.45  0.351
H 10.54 -2.94 -0.31  0.262
H -1.74 4.51 4.73  0.549
H -0.67 0.42 -1.45  1.540
H -2.33 5.06 1.91  0.262
H -0.41 3.77 -0.28  -0.693
H 4.28 -0.79 -1.59  0.581
H 6.37 0.87 -1.03  0.382
H -1.56 6.13 3.07  0.465
H 4.64 1.42 0.14  0.757
H -5.83 -3.33 1.06  0.358
H -3.21 -7.36 0.95  0.306
H -3.18 -0.98 0.75  -0.472
H 3.11 2.33 1.30  0.447
H -6.43 -3.14 -0.63  0.282
H 3.89 2.74 -2.74  0.077
H -2.25 2.66 1.88  0.456
H -2.09 2.67 -1.81  0.653
H 0.23 4.70 -3.12  0.311
H -1.47 5.68 -0.92  0.296
H -3.66 1.26 -2.37  0.380
H -1.12 -1.86 4.10  0.472
H -0.64 4.87 2.18  0.175
H -1.11 -1.06 0.00  0.333
H -3.62 -3.54 0.49  0.203
H 0.17 2.68 1.41  0.037
H -2.11 5.48 -2.68  0.308
H 5.83 1.57 -2.53  0.189
H -4.98 -1.11 0.69  0.558
H -3.15 -9.72 -0.51  0.300
H 0.17 2.33 6.55  0.397
H -0.72 2.27 -3.34  0.568
H -3.96 -4.18 -1.12  0.374
H 9.74 -3.78 -1.65  0.295
H 3.74 0.60 -2.49  0.242
H 0.64 0.98 5.48  0.297
H 6.28 -0.11 -2.53  0.390
H -2.95 3.76 3.66  0.389
H -4.73 -1.79 -1.77  0.378
H -4.49 -8.57 1.14  0.238
H -5.95 -4.70 -0.01  0.367
H -2.51 2.35 -0.16  0.109
H 1.73 3.54 -3.74  0.383

Summary:
energy: -3010.522265 hartree
gap between HOMO and LUMO: 8.3880 eV
SMILES string: C#CCN(CCN(CC)C(C)=O)[C@@H](CCCCCCC)[C@](CC=C)(CC=O)O[C@](O)(S)[C@@H](Cl)CC.O=C1OCCO1.O=C1OCCO1
LUMO level: 0.017 hartree

---

Entry from the OMol25 dataset: an isolated molecule of C19H21NO4 (ωB97M-V/def2-TZVPD).

Last column: Mulliken charge in e.
Positions of all 45 atoms, in Å:
O -3.53 -1.79 0.40  -0.574
O 3.34 0.60 1.22  -0.314
O -2.81 0.32 0.02  -0.287
O 3.31 -1.44 0.27  -0.641
N -7.45 -0.55 -0.20  -0.619
C -6.21 -0.94 0.00  -0.281
C 2.74 -0.44 0.63  0.680
C 0.52 -1.25 -0.08  -0.670
C 5.43 1.55 0.42  -0.645
C 5.76 -0.07 -1.57  -0.428
C -5.33 1.23 -0.51  -0.228
C 0.65 0.94 0.90  -0.483
C 5.19 1.25 -1.06  -0.786
C -5.10 -0.09 -0.13  0.125
C -6.64 1.64 -0.72  -0.502
C -7.66 0.71 -0.56  -0.228
C 4.76 0.56 1.36  -0.672
C 1.27 -0.23 0.49  0.130
C -3.75 -0.64 0.12  0.693
C 7.29 -0.18 -1.49  -0.528
C -0.71 1.09 0.75  -0.624
C -1.46 0.06 0.18  0.540
C -0.85 -1.11 -0.25  -0.394
C 7.79 -0.94 -0.26  -1.111
H 7.73 0.81 -1.51  0.303
H 8.87 -1.04 -0.30  0.381
H -6.06 -1.97 0.30  0.449
H 5.10 -0.46 1.17  0.444
H 7.35 -1.94 -0.24  0.301
H -4.51 1.91 -0.63  0.468
H 5.30 -0.91 -1.04  0.237
H 4.97 0.83 2.40  0.315
H 5.62 2.07 -1.65  0.411
H -1.43 -1.90 -0.69  0.439
H 1.24 1.73 1.35  0.479
H -1.21 1.99 1.06  0.440
H 4.11 1.25 -1.25  0.333
H 5.46 -0.16 -2.62  0.362
H 7.53 -0.43 0.66  0.197
H 5.04 2.55 0.64  0.389
H 6.50 1.56 0.63  0.340
H 1.02 -2.15 -0.40  0.458
H -8.69 0.98 -0.72  0.363
H -6.86 2.65 -1.02  0.386
H 7.65 -0.71 -2.38  0.354

Summary:
energy: -1092.359035 hartree
gap between HOMO and LUMO: 9.3994 eV
SMILES string: CCCCCCOC(=O)c1ccc(OC(=O)c2cccnc2)cc1
LUMO level: -0.002 hartree

---

Entry from the OMol25 dataset: a structure of composition C10H28ClI2OP2Tc (ωB97M-V/def2-TZVPD).

Last column: Mulliken charge in e.
Positions of all 45 atoms, in Å:
I 2.11 -2.48 -2.48  0.139
I 2.30 2.62 -1.79  0.402
Tc 0.37 0.52 0.28  -0.242
Cl 0.22 0.51 2.68  -0.265
P -2.14 0.23 0.82  0.680
P 2.50 0.16 0.67  0.714
O -0.15 -0.34 -1.47  0.232
C -0.86 1.94 -1.47  -2.264
C -0.65 0.74 -2.33  0.217
C -2.77 1.71 1.68  -0.939
C -0.56 -2.57 -0.59  -0.627
C -0.55 -1.69 -1.79  -0.662
C -2.71 -1.09 1.95  -1.112
C -3.30 0.02 -0.58  -1.187
C 3.77 -0.15 -0.62  -0.560
C 3.02 -1.15 1.84  -1.162
C 3.15 1.71 1.39  -0.735
H -0.60 2.80 -2.08  0.449
H -0.22 2.09 -0.55  0.894
H 2.81 -2.13 1.37  0.389
H 2.46 -1.08 2.78  0.407
H -3.24 0.85 -1.29  0.403
H -4.32 -0.02 -0.17  0.530
H -3.10 -0.91 -1.14  0.259
H -2.19 1.89 2.59  0.408
H -3.79 -0.95 2.12  0.482
H 4.11 -1.06 2.00  0.457
H 0.12 0.91 -3.08  0.405
H -2.18 -1.04 2.90  0.424
H -2.56 -2.08 1.52  0.380
H -1.40 -3.25 -0.61  0.358
H -3.82 1.56 1.92  0.471
H 0.37 -3.14 -0.55  0.219
H 4.80 -0.04 -0.24  0.470
H 3.55 -1.12 -1.12  -0.231
H 0.25 -1.94 -2.56  0.232
H -0.63 -1.95 0.30  0.083
H -1.47 -1.70 -2.37  0.534
H -2.67 2.59 1.03  0.362
H -1.91 2.00 -1.25  0.430
H 2.99 2.50 0.63  0.282
H -1.56 0.38 -2.82  0.354
H 3.63 0.61 -1.40  0.181
H 2.59 1.94 2.31  0.352
H 4.22 1.56 1.57  0.387

Summary:
energy: -2290.855624 hartree
expectation value of S²: 3.97
net charge: +3
gap between HOMO and LUMO (spin up / spin down): 4.6664 / 5.0638 eV
spin multiplicity: 4
LUMO level (spin up / spin down): -0.519 / -0.498 hartree

---

Entry from the OMol25 dataset: a structure of composition C45H44N11O4STi (ωB97M-V/def2-TZVPD).

Last column: Mulliken charge in e.
Positions of all 106 atoms, in Å:
Ti 0.55 1.77 0.34  -1.860
S -0.59 0.03 -3.89  -0.537
O -2.98 1.02 2.35  -0.930
O -5.41 1.79 1.75  -0.609
O -0.98 1.10 1.39  0.486
O -6.40 2.51 -0.10  -0.641
N 1.34 -4.77 -0.18  0.098
N 2.37 0.91 0.02  1.619
N -0.49 0.52 -1.36  1.485
N 1.48 1.95 2.13  1.908
N 0.96 2.65 3.10  -1.804
N -1.86 2.69 -0.52  0.959
N -2.56 3.28 -1.49  -0.471
N 0.53 -4.13 2.03  0.135
N 2.89 -3.92 1.49  0.147
N 1.28 -2.42 0.47  0.657
N 0.10 3.72 1.23  0.831
C -3.89 3.20 -1.27  -0.955
C 2.17 4.51 -2.74  -1.073
C 1.81 3.87 -3.92  -0.844
C -1.33 -0.58 -1.49  -1.580
C 4.02 0.10 -3.75  -0.893
C -5.39 2.25 0.51  0.386
C 0.15 3.61 2.58  0.290
C -4.06 2.52 -0.09  0.472
C 1.90 -4.23 2.53  -0.721
C -2.09 -1.18 -0.49  -0.987
C 0.33 -2.77 1.52  0.221
C -1.16 5.58 2.86  -0.301
C 1.01 2.83 -1.43  1.366
C 2.68 1.28 2.33  -0.014
C 0.39 -5.06 0.90  -0.607
C -0.09 0.96 -2.52  0.226
C 3.94 1.47 -1.77  -0.236
C -1.11 5.76 1.47  -0.958
C -2.74 2.20 0.32  -0.098
C 2.52 -0.47 -1.96  -0.191
C 2.69 -4.85 0.38  -0.768
C 4.46 1.20 -3.02  -0.855
C -4.01 -2.68 0.23  2.444
C 1.07 2.71 -3.87  -0.828
C -3.01 -2.18 -0.82  0.682
C 1.12 -3.40 -0.62  -0.666
C -0.52 4.51 3.42  -0.955
C 2.95 0.64 -1.23  -0.756
C 4.47 0.20 1.15  -0.303
C 0.67 2.20 -2.63  0.417
C -1.47 -1.01 -2.82  1.115
C -5.04 -3.64 -0.38  -2.417
C 1.78 3.99 -1.51  -0.423
C -4.76 -1.48 0.81  -1.853
C -0.49 4.80 0.70  0.011
C 4.59 0.55 3.55  -0.728
C 3.05 -0.73 -3.21  -0.372
C 3.35 1.17 3.54  -0.690
C 2.63 -2.57 1.01  -0.448
C -3.29 -3.42 1.37  -1.672
C -2.23 1.39 1.45  0.711
C -3.05 -2.64 -2.14  -0.319
C -2.30 -2.08 -3.15  -1.331
C 3.21 0.80 1.12  0.517
C 5.15 0.09 2.36  -0.858
H -0.62 -4.99 0.50  0.144
H -2.72 -4.26 0.99  0.178
H 2.75 -1.86 1.84  0.088
H -4.62 3.63 -1.94  0.581
H 0.81 2.20 -4.79  0.435
H 5.21 1.85 -3.44  0.429
H 1.84 -3.17 -1.41  0.217
H 0.11 -3.31 -1.03  0.044
H -2.01 -0.83 0.53  0.565
H -4.03 -3.80 2.08  0.548
H -1.57 6.61 0.99  0.450
H 2.13 4.27 -4.88  0.438
H 3.42 -4.61 -0.41  0.353
H 3.36 -2.31 0.24  -0.019
H -4.59 -4.56 -0.75  0.468
H -5.60 -3.17 -1.19  0.471
H 0.44 -2.06 2.35  0.390
H 4.27 2.33 -1.21  0.482
H -4.50 1.59 2.08  0.346
H -4.11 -0.83 1.38  0.294
H 4.43 -0.10 -4.73  0.423
H -0.68 -2.69 1.11  -1.065
H -5.76 -3.92 0.39  0.427
H 1.77 -1.11 -1.52  0.217
H -3.73 -3.43 -2.41  0.601
H 2.77 5.41 -2.78  0.421
H -2.63 -2.76 1.92  0.337
H 5.14 0.44 4.48  0.425
H -5.55 -1.82 1.48  0.539
H 2.90 1.56 4.44  0.518
H -0.50 4.34 4.49  0.531
H -1.68 6.29 3.48  0.434
H 6.12 -0.38 2.37  0.407
H 2.88 -5.87 0.73  0.360
H 2.07 -5.24 2.90  0.358
H -2.39 -2.42 -4.17  0.461
H -5.23 -0.89 0.02  0.359
H 4.91 -0.18 0.24  0.458
H 2.09 4.50 -0.60  0.539
H 2.03 -3.53 3.36  0.345
H 2.70 -1.59 -3.77  0.486
H -2.07 3.72 -2.25  0.181
H 0.56 -6.08 1.26  0.363
H -0.45 4.88 -0.38  0.341

Summary:
energy: -3892.297007 hartree
expectation value of S²: 0.77
gap between HOMO and LUMO (spin up / spin down): 6.4598 / 6.1056 eV
spin multiplicity: 2
LUMO level (spin up / spin down): -0.024 / -0.053 hartree

---

Entry from the OMol25 dataset: a cluster of 2 separate species, C3H7N in total (ωB97M-V/def2-TZVPD).

Last column: Mulliken charge in e.
Positions of all 11 atoms, in Å:
N 1.99 -0.95 -3.60  -0.476
C -1.80 1.35 2.52  -0.148
C -0.83 1.70 3.49  -0.174
C 1.14 -1.88 -3.53  -0.225
H -1.38 1.13 1.51  0.319
H -2.79 1.07 2.77  0.341
H 0.05 1.05 3.69  0.333
H 1.18 -2.53 -4.43  0.231
H 2.71 -1.18 -4.21  0.266
H 0.71 -2.15 -2.53  0.205
H -0.99 2.39 4.33  0.330

Summary:
energy: -172.770402 hartree
expectation value of S²: 0.76
net charge: +1
gap between HOMO and LUMO (spin up / spin down): 3.8563 / 2.2392 eV
spin multiplicity: 2
LUMO level (spin up / spin down): -0.280 / -0.339 hartree